{"formula": "C5H6O2", "method": "ωB97M-V with the def2-TZVPD basis set", "symbols": ["O", "O", "C", "C", "C", "C", "C", "H", "H", "H", "H", "H", "H"], "coordinates": [[0.3010, -0.9535, -1.6997], [-1.4211, -1.3863, 0.4498], [-1.4110, 0.9876, 0.0007], [-0.5974, -0.2439, 0.3985], [0.5272, -0.4586, -0.6138], [1.8718, -0.0967, -0.1917], [2.9820, 0.0923, 0.2384], [-1.8327, 0.8427, -0.9991], [-0.8011, 1.8982, 0.0028], [3.9697, 0.2476, 0.6159], [-2.2322, 1.1139, 0.7115], [-0.1564, -0.0967, 1.3916], [-1.1996, -1.9466, -0.3049]], "energy_ev": -9374.7899, "orbital_gap_ha": 0.3804, "smiles": "C#CC(=O)[C@@H](C)O", "fmax_ev_per_a": 0.64}